Entry from OMol25: a gas-phase ion, C12H23ClF5N2O3S (charge +1) (ωB97M-V/def2-TZVPD).

Net charge: +1
HOMO-LUMO gap in eV: 9.59
Highest occupied orbital energy in eV: -13.807
2S+1: 1
Structure (SMILES): CC(C)[C@@H](C)CO[N@@+](CN)(C[C@@H](C)Cl)S(=O)(=O)C(F)(F)C(F)(F)F

Structure (XYZ):
```
47
Properties=species:S:1:pos:R:3:forces:R:3
C -0.30473 1.88263 -3.40829 -0.2650 -0.6382 -0.0427
C 0.61695 0.80202 -2.86238 0.6523 0.1412 -0.5597
C 1.55379 0.31315 -4.00430 -0.1467 0.0858 0.6318
C 1.46465 1.24624 -1.63961 -1.0017 -0.0627 0.0302
C 0.94006 2.46894 -0.89969 0.4297 0.0078 0.5312
C 1.70318 0.05012 -0.69026 1.0718 0.5369 -1.0808
O 1.09977 0.25980 0.61642 -0.4431 -0.3553 -0.3753
N 0.24746 -0.69559 1.13063 -0.1722 0.2761 2.2754
C 0.91662 -1.94522 1.69604 0.6722 -1.5392 -0.4133
N 1.68885 -2.73590 0.80267 0.1070 0.5715 0.1064
C -0.40205 0.01386 2.36244 -0.2118 0.4657 -0.9647
C 0.39063 1.14896 2.94600 -0.3598 0.2177 1.2606
C -0.43623 1.67009 4.13417 0.0530 -0.3010 -0.5939
Cl 1.99318 0.67611 3.55637 0.1680 -0.0635 -0.1632
S -1.14347 -1.08187 0.03844 -0.2320 0.4012 -3.2774
O -0.74405 -2.06653 -0.91399 0.4442 -0.3981 1.0026
O -1.56842 0.16648 -0.49478 -0.0661 0.1295 1.2375
C -2.50710 -1.90419 0.99387 -0.6393 -0.7651 0.5341
F -3.04288 -1.11130 1.92137 0.2386 0.1035 -0.3208
F -2.06253 -3.02549 1.58771 0.0907 0.5326 -0.2704
C -3.64383 -2.33257 -0.03723 -0.5444 -0.3593 0.5062
F -3.26524 -3.41074 -0.72705 -0.2783 1.0016 0.2884
F -3.99022 -1.31625 -0.82596 0.3188 -0.7133 0.2464
F -4.68415 -2.65658 0.75560 0.5994 0.1446 -0.6954
H -0.72109 1.52022 -4.34242 -0.1086 -0.0082 -0.2242
H -1.14880 2.03928 -2.74556 -0.0554 0.3833 0.1865
H 0.21690 2.80500 -3.62934 0.0770 0.2520 0.0582
H 0.00317 -0.05378 -2.60690 -0.2500 -0.0618 0.3367
H 1.52223 1.03199 -4.81269 0.0956 -0.0296 -0.3394
H 2.58668 0.23063 -3.67936 0.1972 -0.0290 0.0464
H 1.25758 -0.66807 -4.35054 -0.1264 -0.1131 -0.3621
H 2.43649 1.52372 -2.02855 0.2890 0.0413 -0.0243
H 0.73868 3.29729 -1.56099 -0.0648 0.0884 -0.2406
H 1.71198 2.80992 -0.21142 0.0758 0.1098 0.1776
H 0.05807 2.27341 -0.30183 -0.3147 -0.0589 -0.1053
H 2.77041 -0.02545 -0.51727 0.1536 -0.1256 0.4565
H 1.41305 -0.85639 -1.20234 -0.4325 -0.2646 0.3330
H 0.12435 -2.55271 2.12976 -0.5362 0.2804 -0.1902
H 1.53945 -1.64438 2.52614 0.0485 0.4893 0.0802
H 1.43350 -2.69653 -0.17008 -0.2317 -0.3822 -0.0318
H 2.67489 -2.57834 0.91643 0.2145 0.0867 -0.1379
H -1.30783 0.48061 1.98778 -0.1334 0.0588 -0.1003
H -0.69949 -0.73263 3.08496 0.2999 -0.3427 0.1230
H 0.47455 1.98432 2.27056 0.4590 -0.0837 -0.4977
H -0.72866 0.85891 4.78862 0.0303 -0.1042 0.2974
H -1.33070 2.14327 3.74395 -0.2202 0.1859 0.0520
H 0.15435 2.39355 4.67291 0.0478 0.2074 0.2132
```
Forces are in eV/Å.



Entry from OMol25: a molecular structure, C16H31NP2SSn (ωB97M-V/def2-TZVPD).

Energy relative to the best compared isomer or geometry (same formula, charge and spin) in kcal per mole: 20.96
HOMO-LUMO gap (spin up / spin down) in eV: 5.44 / 4.23
Highest occupied orbital energy (spin up / spin down) in eV: -5.810 / -4.656
2S+1: 1

Structure (XYZ):
```
52
Properties=species:S:1:pos:R:3:forces:R:3
P 0.34235 -1.74687 -1.65193 -2.7857 0.0714 -0.3383
P 0.38310 2.08731 -0.89205 -3.1891 -0.7102 -0.9710
C 0.31072 -0.22450 -2.67179 0.2288 0.3386 -0.0853
C 1.07562 1.02635 -2.18608 0.7011 0.0189 -0.6905
H -0.72520 0.01446 -2.95277 0.3433 -0.1881 0.4317
H 0.79268 -0.53920 -3.60913 0.0915 -0.0460 0.1005
H 2.11533 0.77642 -1.92909 -0.2185 0.0269 0.0388
H 1.14434 1.71239 -3.04401 0.1361 -0.2676 0.0241
C -0.42172 3.46077 -1.75151 0.6234 0.4119 -0.4824
H -0.70930 4.23482 -1.02936 0.1371 -0.1788 -0.1584
H -1.33105 3.09357 -2.24686 0.2985 -0.0234 0.1649
H 0.26898 3.87028 -2.49815 -0.2284 0.2572 0.1021
C 1.72345 2.72179 0.11958 0.2439 0.4083 -0.0104
H 2.14574 3.57142 -0.44723 -0.2060 -0.1942 0.1397
H 2.52896 1.98220 0.28566 -0.5327 0.1047 0.0542
H 1.39485 3.08384 1.10611 -0.0150 -0.1783 -0.3862
C -0.88813 -2.78345 -2.50594 0.2495 -0.1506 -0.7093
H -1.24223 -3.59578 -1.86632 0.2464 0.1158 -0.1220
H -0.45337 -3.20226 -3.42589 -0.1011 0.0605 0.2480
H -1.76163 -2.18531 -2.78973 0.2272 0.0282 0.2918
C 1.91995 -2.56383 -1.85767 0.7249 -0.2746 0.0080
H 2.73209 -1.83880 -1.97006 -0.0904 -0.0908 0.1240
H 1.88271 -3.17968 -2.76624 0.0186 0.1907 0.2242
H 2.14738 -3.21877 -1.00427 -0.1210 0.2540 -0.2149
Sn 3.09239 0.84369 2.80392 0.9120 -0.5428 -0.5215
C -1.28207 1.31920 -0.28729 2.5658 1.0780 3.6201
C -2.18180 0.36982 -0.83345 0.3321 -2.1772 -3.0852
C -3.19050 -0.11922 0.13756 -0.1161 -1.0321 0.3290
C -2.71044 -1.37857 0.97580 -1.6590 0.4859 1.0277
C -1.66138 -2.13461 0.29859 -0.8474 -1.2110 -0.4944
C -0.29532 -1.73688 0.08181 2.0982 1.1366 1.1080
C 0.24155 -0.43289 0.82078 0.3651 -1.3838 0.0745
C -0.67929 0.71916 1.06964 -1.1833 1.0247 0.0576
C 1.94750 -0.84310 3.63712 -0.0789 0.5032 -0.0381
H -1.86318 2.21055 -0.00581 0.6140 0.9356 0.2747
H -2.36540 0.25825 -1.92213 -0.3329 0.5881 0.8265
H -4.04712 -0.45747 -0.44942 -0.1008 0.0137 0.1033
H -3.57038 0.62437 0.86309 0.0282 0.1242 -0.1810
H -2.43401 -1.12126 2.02726 0.1139 0.0349 -0.6226
H -3.59721 -2.01858 1.17465 0.4791 0.0919 -0.4435
H -1.86659 -3.18356 0.05604 -0.0238 0.3748 0.1653
H 0.30209 -2.57729 0.51266 0.2349 0.2362 -0.2581
H 1.13587 -0.07703 0.28338 0.1077 -0.1424 0.1741
H 0.61749 -0.78535 1.79198 -0.0941 0.2276 -0.5738
H -1.49360 0.41585 1.71912 0.0544 0.1026 -0.1014
H -0.18026 1.49503 1.67697 0.2094 -0.2511 -0.2416
H 2.24412 -0.88950 4.68298 -0.1366 -0.4131 -0.0356
H 2.23213 -1.72976 3.05842 -0.1233 -0.0310 0.2535
H 0.86792 -0.63752 3.56690 0.3160 -0.2432 0.2739
S 1.82916 2.64961 4.05590 -0.3076 0.3223 0.0331
C 1.78077 1.67131 5.40978 -0.2542 -1.6087 2.9799
N 1.75196 0.98861 6.37849 0.0449 1.7719 -2.4876
```
Forces are in eV/Å.



Entry from OMol25: C10H9N in the gas phase (ωB97M-V/def2-TZVPD).

Energy relative to the best compared isomer or geometry (same formula, charge and spin) in kcal per mole: 62.18
HOMO-LUMO gap in eV: 9.27
Highest occupied orbital energy in eV: -8.259
2S+1: 1
Structure (SMILES): c1ccc(-c2ccc[nH]2)cc1

Structure (XYZ):
```
20
Properties=species:S:1:pos:R:3:forces:R:3
C -2.35484 2.03686 -1.04566 1.5059 -1.8541 -0.5513
C -1.76574 1.19192 -1.97762 3.3826 -2.7682 1.9718
C -0.78784 0.23421 -1.47757 -0.3737 1.6130 0.2925
C -0.33321 0.24352 -0.13835 -2.0538 -0.0316 -0.9899
C 0.69521 -0.71896 0.32903 0.6450 0.7083 -0.0994
C 0.63185 -2.05186 0.68703 -0.6379 2.3338 -0.2964
C 1.90542 -2.39283 1.12450 -1.0480 5.6499 -1.8231
C 2.78466 -1.38484 0.97188 -1.4395 2.9578 -0.9271
N 2.00384 -0.27226 0.46613 -3.2905 -13.7849 1.8763
C -1.01931 1.08052 0.76006 -0.8398 1.1913 -2.9286
C -2.01745 2.00658 0.30075 -0.5722 0.3410 1.4022
H -3.09742 2.58557 -1.48309 -1.9101 2.1013 -0.2559
H -1.76556 1.15011 -3.05136 -1.1189 0.5661 -0.2533
H -0.28741 -0.45899 -2.13387 -0.0686 -0.0289 -0.3957
H -0.28118 -2.59717 0.70592 -0.2701 -0.5139 -0.0244
H 2.14477 -3.26846 1.30717 2.3700 -8.1439 2.1960
H 3.84086 -1.26271 1.12467 0.0288 -0.1616 0.0807
H 2.27157 0.53288 0.40607 3.6913 11.3485 -1.0286
H -0.62885 0.99892 1.70264 0.2094 0.3497 2.6727
H -2.65617 2.75487 0.95461 1.7899 -1.8735 -0.9184
```
Forces are in eV/Å.